Density functional theory data (ωB97M-V with the def2-TZVPD basis set) for one molecule with the formula CH4N2P2 at a distorted geometry.

Each atom is followed by the atoms it is bonded to, with distances in Å.
Atoms and positions in Å:
1 P 0.20 0.90 -0.93  P2 2.199, N4 1.725, C5 1.835
2 P 1.78 0.50 0.55  P1 2.199, C5 1.826, H8 1.402
3 N 0.75 -2.01 -0.33  C5 1.284, H7 1.029
4 N -1.25 0.81 0.01  P1 1.725, H6 0.985, H9 1.036
5 C 0.87 -0.73 -0.44  P1 1.835, P2 1.826, N3 1.284
6 H -2.14 0.67 -0.36  N4 0.985
7 H -0.02 -2.57 -0.72  N3 1.029
8 H 1.09 0.68 1.76  P2 1.402
9 H -1.28 1.75 0.45  N4 1.036

As for the energy relative to the best compared isomer or geometry (same formula, charge and spin): 1.202 eV. Its HOMO energy is -8.05 eV. As for the total energy: -832.64067 a.u. The SMILES is [H]/N=C1/[PH]#P1N. The frontier orbital gap comes out at 8.214 eV.


Density functional theory data (ωB97M-V with the def2-TZVPD basis set) for one molecule with the formula C4H4Br2 at a distorted geometry.

Each atom is followed by the atoms it is bonded to, with distances in Å.
Atoms and positions in Å:
1 Br -2.43 1.20 0.62  C5 1.883
2 Br 0.33 1.71 2.27  C5 1.927
3 C -0.01 -0.29 0.00  C4 1.284, C5 1.504, C6 1.510
4 C -0.41 -1.15 0.85  C3 1.284, C5 1.896, H9 1.059
5 C -0.63 0.73 0.91  Br1 1.883, Br2 1.927, C3 1.504, C4 1.896
6 C 0.75 -0.06 -1.29  C3 1.510, H7 1.041, H8 0.997, H10 1.062
7 H 0.15 -0.25 -2.12  C6 1.041
8 H 0.97 0.91 -1.37  C6 0.997
9 H -0.33 -2.08 1.35  C4 1.059
10 H 1.59 -0.71 -1.23  C6 1.062

As for the energy relative to the best compared isomer or geometry (same formula, charge and spin): 2.632 eV. Its HOMO energy is -8.53 eV. As for the total energy: -5302.69907 a.u. The SMILES is CC1=CC1(Br)Br. The frontier orbital gap comes out at 9.079 eV.